Entry 1:
C33H31F6N7O3S3Tc | ωB97M-V/def2-TZVPD

Last column: Löwdin charge in e.
Element x y z (Å)
Tc: -0.04448 0.12554 0.48418  0.97
S: -1.01028 -0.62282 2.58761  0.68
C: -0.17487 0.62131 3.42619  -1.02
S: 0.81175 1.41660 2.26109  0.63
C: -0.24392 0.95292 4.75045  -0.35
C: -1.06262 0.20316 5.65064  -0.23
N: -1.73160 -0.41572 6.35619  0.15
C: 0.48598 2.08546 5.22446  -0.25
N: 1.05567 3.01613 5.59926  0.15
F: 3.98954 1.55199 -4.34183  0.14
C: 3.61054 1.39341 -3.06345  -0.61
F: 4.34304 0.41263 -2.54418  0.16
F: 3.95168 2.52542 -2.41741  0.13
C: 2.14036 1.13464 -2.95228  -0.10
C: 1.30264 1.24574 -4.04708  0.02
C: -0.07641 1.05372 -3.90480  -0.03
C: -0.56467 0.75304 -2.65227  -0.10
N: 0.26278 0.65114 -1.61009  -0.11
C: 1.56988 0.83324 -1.70617  -0.64
S: 2.20554 0.65863 -0.12529  0.72
H: 1.72319 1.47916 -5.01605  0.13
H: -0.74683 1.14053 -4.74908  0.11
H: -1.62405 0.61469 -2.44721  0.13
C: 0.51522 6.04074 -0.47176  -0.01
N: 1.09571 4.72599 -0.08925  -0.16
C: 1.21966 4.61469 1.39658  0.00
C: 0.42845 3.49968 -0.73347  -0.10
C: -0.94762 3.17031 -0.23463  -0.26
C: -1.96171 4.10601 -0.47440  -0.08
C: -3.22743 3.95998 0.06076  -0.08
C: -3.47995 2.83689 0.83815  -0.07
C: -2.50825 1.85943 0.98647  -0.12
C: -1.21994 1.96147 0.43488  -0.23
H: 1.18116 6.82883 -0.12629  0.10
H: -0.45329 6.14824 0.00544  0.09
H: 0.40859 6.09030 -1.55248  0.11
H: 2.04321 4.69320 -0.46236  0.18
H: 0.22692 4.48314 1.82095  0.11
H: 1.68457 5.52194 1.77834  0.11
H: 1.82712 3.75065 1.63536  0.05
H: 1.11589 2.69728 -0.48786  0.03
H: 0.46018 3.70179 -1.80546  0.14
H: -1.75553 4.95886 -1.11514  0.10
H: -3.99809 4.69674 -0.12995  0.10
H: -4.45168 2.69385 1.29865  0.11
H: -2.77638 0.97005 1.53040  0.05
F: 5.80933 -4.96528 1.98082  0.14
C: 4.76382 -4.79672 2.79635  -0.60
F: 5.24355 -4.48186 4.00632  0.15
F: 4.15479 -5.98474 2.91607  0.15
C: 3.81239 -3.74809 2.29638  -0.11
C: 2.70973 -3.40548 3.06480  0.01
C: 1.84770 -2.44004 2.57924  -0.12
N: 2.01221 -1.81379 1.40626  0.01
C: 3.06707 -2.17484 0.67780  -0.19
C: 3.99671 -3.12610 1.07980  0.02
H: 2.51920 -3.86988 4.02374  0.13
H: 0.98347 -2.15139 3.16162  0.05
H: 3.18231 -1.69624 -0.28223  0.06
H: 4.83304 -3.36786 0.43862  0.12
C: -3.32651 -3.34609 1.22259  -0.06
C: -3.76630 -2.79117 -0.12953  -0.16
C: -2.62171 -2.69494 -1.14845  -0.30
C: -3.15400 -2.16525 -2.50774  -0.15
C: -2.17398 -2.28426 -3.67435  -0.07
C: -2.03624 -4.07431 -1.39570  -0.43
O: -2.72369 -5.03621 -1.65506  0.11
N: -0.66516 -4.15461 -1.36080  0.22
C: 0.24239 -3.11878 -1.10402  -0.48
O: 1.42213 -3.30152 -1.28518  0.09
N: -0.28372 -1.93382 -0.61209  0.13
C: -1.57285 -1.74788 -0.63958  -0.47
O: -1.93874 -0.62053 -0.19435  -0.16
H: -4.18003 -3.42154 1.89723  0.08
H: -2.58423 -2.70293 1.71045  0.03
H: -2.90215 -4.34745 1.11777  0.08
H: -4.19359 -1.79518 -0.01843  0.12
H: -4.52736 -3.43357 -0.57305  0.12
H: -3.45863 -1.12936 -2.34975  0.12
H: -4.05690 -2.73572 -2.72921  0.13
H: -1.19824 -1.84258 -3.44762  0.06
H: -2.56896 -1.77483 -4.55578  0.08
H: -2.01378 -3.32996 -3.94583  0.08
H: -0.25280 -5.03582 -1.63291  0.17

Results
* total charge: 0
* ⟨S²⟩: 0.762
* E_HOMO (alpha / beta): -7.646 / -7.849 eV
* E: -102309.0936 eV
* LUMO (alpha / beta): -0.53 / -0.78 eV
* multiplicity: 2
* frontier orbital gap (alpha / beta): 7.1 / 7.1 eV

Entry 2:
C33H31F9GeNOPtS2Si | ωB97M-V/def2-TZVPD

Last column: Löwdin charge in e.
Element x y z (Å)
Pt: 0.56958 -1.12625 0.12420  0.71
C: 1.88069 0.41605 3.15016  -0.19
Si: 0.85487 -1.00739 2.47870  0.43
C: 1.21767 -2.58383 3.39675  -0.20
C: -0.86928 -0.39147 3.15426  -0.15
C: -1.93387 0.05311 2.27670  -0.05
C: -3.19455 0.24210 2.76958  -0.03
C: -3.41246 0.10367 4.14955  0.07
C: -2.35312 -0.26597 5.04287  0.01
C: -1.10083 -0.47997 4.55869  -0.04
H: 1.88092 0.37582 4.24360  0.05
H: 1.49061 1.38522 2.83514  0.01
H: 2.91836 0.32261 2.81227  0.04
H: 1.17883 -2.43154 4.47843  0.04
H: 2.21563 -2.94957 3.14264  0.04
H: 0.49782 -3.36147 3.13064  0.03
H: -1.76278 0.16144 1.21350  0.07
H: -4.00803 0.49182 2.10009  0.13
H: -4.39813 0.30350 4.55288  0.13
H: -2.54997 -0.38132 6.10157  0.13
H: -0.31034 -0.76780 5.24114  0.12
C: -2.83246 2.96503 -3.96891  -0.05
C: -2.78960 1.61003 -3.65242  -0.05
C: -1.88548 1.14753 -2.70865  -0.09
C: -1.01416 2.04558 -2.08735  -0.33
C: -1.06735 3.41319 -2.40144  -0.12
C: -1.97504 3.86562 -3.34621  -0.06
Ge: 0.27438 1.45162 -0.77679  0.98
C: 2.06494 2.11669 -1.34400  -0.33
C: 2.24569 2.78207 -2.55987  -0.06
C: 3.53905 3.08674 -2.96538  -0.04
C: 4.62099 2.76962 -2.15301  -0.03
C: 4.43097 2.10439 -0.93914  -0.05
C: 3.15013 1.78973 -0.52355  -0.16
C: 0.05491 2.96178 0.63393  -0.21
C: 1.09603 3.56592 1.33310  -0.08
C: 0.78392 4.33249 2.44677  -0.05
C: -0.54352 4.52009 2.82105  -0.04
C: -1.57430 3.94417 2.08354  -0.05
C: -1.28658 3.18172 0.95954  -0.10
H: -3.54252 3.32399 -4.70305  0.12
H: -3.46113 0.91434 -4.13954  0.11
H: -1.85273 0.09857 -2.45533  0.07
H: -0.40663 4.11851 -1.90860  0.11
H: -2.01457 4.91832 -3.59566  0.12
H: 1.40950 3.03568 -3.19704  0.10
H: 3.69286 3.58763 -3.91243  0.12
H: 5.62028 3.05471 -2.45559  0.12
H: 5.27889 1.83769 -0.32097  0.12
H: 2.99997 1.25973 0.41188  0.09
H: 2.12599 3.44664 1.03551  0.10
H: 1.58347 4.79052 3.01509  0.12
H: -0.77770 5.14076 3.67646  0.12
H: -2.60872 4.10109 2.36422  0.12
H: -2.08998 2.75638 0.36994  0.11
S: 1.93622 -1.21536 -1.85697  0.65
C: 2.36861 -2.86606 -1.92246  -1.06
N: 2.55955 -3.51615 -3.04069  -0.02
C: 3.07969 -4.88651 -2.93585  -0.17
C: 2.70624 -5.35427 -1.53480  -0.36
S: 2.66025 -3.83237 -0.52479  0.98
H: 2.47277 -3.05496 -3.93615  0.16
H: 4.15886 -4.87741 -3.08807  0.13
H: 2.62626 -5.51562 -3.69754  0.14
H: 3.43344 -6.04483 -1.11794  0.09
H: 1.71323 -5.79626 -1.49948  0.09
F: -1.57175 -2.77760 -3.07820  0.19
C: -1.51060 -3.45698 -1.93519  -0.54
F: -0.20683 -3.76473 -1.73700  0.10
F: -2.17241 -4.59594 -2.07834  0.20
C: -2.01568 -2.57281 -0.74531  -0.28
O: -1.30182 -1.40609 -0.67919  -0.31
C: -3.51306 -2.17326 -0.99198  -0.55
F: -4.32108 -3.22461 -1.02105  0.20
F: -3.92735 -1.35032 -0.01404  0.16
F: -3.64302 -1.51235 -2.14094  0.18
C: -1.93797 -3.41070 0.57689  -0.54
F: -2.59526 -4.55646 0.52855  0.21
F: -2.40783 -2.69428 1.61461  0.16
F: -0.65152 -3.69142 0.86652  0.10

Results
* total charge: +2
* ⟨S²⟩: 8.791
* E_HOMO (alpha / beta): -12.224 / -13.739 eV
* E: -152011.7713 eV
* LUMO (alpha / beta): -5.49 / -9.21 eV
* multiplicity: 6
* frontier orbital gap (alpha / beta): 6.7 / 4.5 eV

Entry 3:
C33H31LuN4O2PS2 | ωB97M-V/def2-TZVPD

Last column: Löwdin charge in e.
Element x y z (Å)
Lu: -1.30030 0.77640 -0.10421  1.67
N: -1.56039 5.09819 -0.47951  0.21
C: -0.47387 5.08059 -1.33785  -0.16
C: 0.25219 6.09402 -1.95272  0.02
C: 1.30160 5.70065 -2.75583  -0.04
C: 1.61947 4.34542 -2.94267  -0.04
C: 0.89568 3.34224 -2.33344  -0.02
C: -0.16817 3.72659 -1.51886  -0.22
N: -1.07071 2.96404 -0.78241  0.00
C: -1.87910 3.83021 -0.17397  -0.26
C: -2.93451 3.41376 0.73962  -0.30
C: -3.85259 4.20516 1.36014  -0.28
S: -4.88940 3.27047 2.33658  1.18
C: -4.04047 1.87357 1.89006  -0.41
N: -3.04683 2.06633 1.05555  -0.09
H: -2.03344 5.93004 -0.16210  0.19
H: 0.01104 7.13876 -1.80739  0.13
H: 1.89475 6.45138 -3.25912  0.13
H: 2.44945 4.09099 -3.58793  0.12
H: 1.14138 2.29815 -2.48944  0.09
H: -3.97689 5.27418 1.28315  0.10
H: -4.31570 0.90087 2.27287  0.10
O: -3.06087 0.57613 -1.97567  -0.09
N: -2.60511 -0.65029 -1.46447  -0.17
C: -3.15640 -1.75048 -1.79674  -0.03
C: -2.75303 -3.01523 -1.21349  -0.20
C: -3.53369 -4.12733 -1.53921  0.00
C: -3.29996 -5.35979 -0.95439  -0.02
C: -2.27864 -5.49685 -0.03076  -0.01
C: -1.47013 -4.40592 0.28524  -0.05
C: -1.68047 -3.16812 -0.30061  -0.27
P: -0.49867 -1.80493 0.03775  1.01
C: 0.58922 -1.91596 -1.42291  -0.35
C: 0.85969 -0.73366 -2.11602  -0.15
C: 1.68200 -0.72874 -3.22942  -0.05
C: 2.24305 -1.92224 -3.66255  -0.03
C: 1.96043 -3.10892 -2.99841  -0.03
C: 1.13012 -3.11249 -1.88688  -0.07
C: 0.43579 -2.27955 1.51623  -0.40
C: 1.57568 -3.07986 1.53179  -0.08
C: 2.18018 -3.39248 2.74154  -0.05
C: 1.65400 -2.90999 3.93207  -0.04
C: 0.52307 -2.10245 3.92373  -0.06
C: -0.07929 -1.78270 2.71809  -0.12
H: -3.76755 0.46400 -2.62895  0.13
H: -3.98387 -1.76933 -2.50689  0.16
H: -4.34064 -4.02494 -2.25566  0.13
H: -3.92123 -6.20702 -1.21043  0.13
H: -2.09986 -6.44934 0.44991  0.13
H: -0.66892 -4.53653 0.99909  0.11
H: 0.39950 0.20341 -1.79087  0.04
H: 1.87681 0.18916 -3.76947  0.11
H: 2.88950 -1.92597 -4.52962  0.13
H: 2.38165 -4.03896 -3.35647  0.13
H: 0.89496 -4.04799 -1.39471  0.11
H: 1.99322 -3.44989 0.60385  0.10
H: 3.06070 -4.02133 2.75488  0.12
H: 2.12417 -3.16703 4.87219  0.12
H: 0.11198 -1.73429 4.85482  0.12
H: -0.96787 -1.15727 2.70241  0.09
O: 0.44362 1.19586 1.01772  -0.75
S: 1.77843 1.98156 1.16725  1.07
C: 3.06333 0.77159 0.70082  -0.27
C: 3.47522 0.06105 1.98424  -0.20
C: 3.49972 1.14578 3.05566  -0.20
C: 2.15659 1.85874 2.94893  -0.27
H: 3.88599 1.35020 0.27656  0.11
H: 2.64220 0.12328 -0.06774  0.08
H: 4.44539 -0.41958 1.86451  0.14
H: 2.74202 -0.70635 2.24368  0.09
H: 4.31661 1.84513 2.86650  0.13
H: 3.63894 0.74183 4.05736  0.13
H: 2.15127 2.85680 3.38307  0.10
H: 1.33796 1.26721 3.36194  0.10

Results
* total charge: +3
* E_HOMO: -16.227 eV
* E: -109338.5103 eV
* LUMO: -8.44 eV
* frontier orbital gap: 7.8 eV